Entry 1:
118
Properties=species:S:1:pos:R:3 method="wB97M-V/def2-TZVPD" orbital_gap_ev=7.319 e_above_lowest_kcal_mol=8.3 e_tot_ev=-112867.360 multiplicity=1 e_lumo_ev=0.12 homo_ha=-0.264 max_force_ha_per_bohr=0.090
Sc -1.535 0.196 0.687
C -3.224 3.983 -1.132
C -4.567 3.780 -1.186
C -5.095 2.542 -0.753
C -4.270 1.576 -0.206
N -2.916 1.906 -0.005
C -2.409 3.004 -0.616
C -4.743 0.269 0.309
C -6.100 -0.213 0.122
C -6.555 -1.335 0.720
C -5.700 -2.126 1.536
C -4.386 -1.763 1.523
C -3.886 -0.605 0.933
H -2.738 4.822 -1.565
H -5.257 4.507 -1.472
H -6.146 2.421 -0.823
H -1.277 3.095 -0.650
H -6.848 0.355 -0.435
H -7.613 -1.606 0.614
H -6.155 -2.984 2.072
H -3.742 -2.349 2.196
O 0.132 1.443 0.465
C 1.348 1.179 0.734
O 1.843 0.019 0.872
C 2.190 2.416 0.713
C 1.574 3.660 1.018
C 2.245 4.828 1.096
C 3.610 4.808 0.786
C 4.264 3.632 0.498
C 3.590 2.428 0.505
P 4.440 0.868 0.136
C 5.734 1.433 -0.983
C 7.093 1.189 -0.639
C 8.098 1.937 -1.286
C 7.772 2.797 -2.376
C 6.434 2.944 -2.688
C 5.442 2.261 -2.060
C 5.360 0.670 1.703
C 5.385 -0.633 2.201
C 6.154 -0.908 3.316
C 7.014 0.039 3.845
C 7.104 1.323 3.294
C 6.216 1.638 2.266
H 0.488 3.603 1.192
H 1.693 5.728 1.384
H 4.197 5.750 0.780
H 5.329 3.756 0.286
H 7.325 0.358 0.030
H 9.106 1.858 -0.954
H 8.556 3.204 -2.956
H 6.156 3.724 -3.406
H 4.397 2.270 -2.347
H 4.600 -1.370 1.754
H 6.076 -1.838 3.873
H 7.865 -0.274 4.532
H 7.817 2.042 3.660
H 6.213 2.612 1.808
F -0.940 -1.407 1.446
O 1.265 -3.337 5.706
C 0.066 -3.032 6.355
N -0.555 -1.969 5.580
C -1.529 -1.116 6.029
O -2.009 -1.360 7.126
C -1.857 -0.013 5.109
C -2.764 0.957 5.483
C -2.939 2.079 4.732
C -2.384 2.177 3.500
N -1.672 1.172 3.015
C -1.336 0.129 3.825
H 1.780 -4.055 6.048
H 0.193 -2.634 7.385
H -0.648 -3.901 6.482
H -0.041 -1.869 4.747
H -3.302 0.798 6.444
H -3.582 2.890 5.072
H -2.405 3.092 2.892
H -0.828 -0.635 3.300
O -1.581 -0.548 -1.237
P -1.623 -1.537 -2.380
N -0.660 -2.849 -1.991
C -1.041 -4.017 -1.072
C 0.244 -4.838 -0.947
C 1.426 -4.026 -1.412
C 0.818 -2.697 -1.868
N -0.973 -0.627 -3.648
C -0.777 -1.133 -4.942
C 0.174 -0.076 -5.646
C 0.180 1.188 -4.745
C -0.207 0.616 -3.336
N -3.207 -1.972 -2.885
C -3.862 -3.296 -3.028
C -5.288 -3.008 -3.653
C -5.551 -1.521 -3.448
C -4.133 -0.837 -3.363
H -1.966 -4.492 -1.316
H -1.268 -3.525 -0.128
H 0.029 -5.691 -1.640
H 0.285 -5.238 0.130
H 1.891 -4.404 -2.344
H 2.273 -3.916 -0.770
H 1.223 -2.331 -2.782
H 1.015 -1.956 -1.102
H -1.808 -1.230 -5.460
H -0.394 -2.148 -5.009
H -0.252 0.138 -6.629
H 1.137 -0.610 -5.742
H -0.578 1.901 -5.251
H 1.125 1.751 -4.688
H -0.787 1.273 -2.751
H 0.802 0.311 -2.939
H -4.020 -3.846 -2.032
H -3.326 -3.983 -3.655
H -6.016 -3.619 -3.097
H -5.359 -3.246 -4.745
H -6.008 -1.287 -2.392
H -6.199 -1.030 -4.109
H -4.086 0.052 -2.747
H -3.866 -0.536 -4.395

=====

Entry 2:
118
Properties=species:S:1:pos:R:3 method="wB97M-V/def2-TZVPD" orbital_gap_ev=8.959 e_above_lowest_kcal_mol=17.0 e_tot_ev=-106574.337 multiplicity=1 e_lumo_ev=-4.09 homo_ha=-0.480 charge=+2 max_force_ha_per_bohr=0.050
Mg 13.305 10.682 16.238
C 11.205 8.247 15.683
C 12.356 7.868 14.765
N 13.595 8.356 15.364
C 14.252 7.530 16.383
C 13.706 7.804 17.804
C 13.878 6.928 18.856
C 13.473 7.329 20.114
C 12.947 8.595 20.267
C 12.892 9.470 19.192
C 12.388 10.903 19.329
N 11.991 11.499 18.058
C 10.600 11.392 17.668
C 10.309 10.006 17.122
N 11.146 9.695 15.962
N 13.302 9.066 17.962
H 11.394 7.780 16.640
H 10.261 7.922 15.324
H 12.201 8.405 13.815
H 12.367 6.792 14.618
H 14.283 8.598 14.675
H 15.269 7.770 16.438
H 14.163 6.484 16.172
H 14.366 6.010 18.649
H 13.528 6.686 20.993
H 12.766 9.006 21.281
H 13.143 11.511 19.816
H 11.522 10.881 20.024
H 12.260 12.446 18.021
H 10.405 12.205 16.898
H 9.947 11.574 18.532
H 9.243 9.896 16.849
H 10.573 9.314 17.922
H 10.829 10.127 15.109
N 15.124 10.339 14.320
S 16.007 11.030 13.351
N 15.600 12.544 12.971
S 14.402 13.135 12.249
N 12.920 12.847 12.626
S 12.081 13.088 14.020
N 12.635 12.527 15.241
C 11.731 14.818 14.094
C 11.172 15.485 13.004
C 11.009 16.849 13.061
C 11.418 17.577 14.188
C 12.033 16.888 15.229
C 12.190 15.528 15.206
C 10.508 12.452 13.378
C 10.470 11.305 12.584
C 9.252 10.857 12.062
C 8.050 11.447 12.480
C 8.096 12.541 13.322
C 9.330 13.086 13.771
C 14.748 14.871 12.365
C 14.080 15.784 11.534
C 14.389 17.125 11.639
C 15.218 17.583 12.676
C 15.763 16.657 13.572
C 15.478 15.299 13.437
C 14.492 12.723 10.496
C 15.487 13.263 9.676
C 15.611 12.871 8.358
C 14.661 11.967 7.859
C 13.699 11.404 8.678
C 13.611 11.796 9.988
C 16.262 10.225 11.753
C 17.201 10.663 10.827
C 17.310 9.981 9.632
C 16.573 8.854 9.394
C 15.680 8.369 10.368
C 15.489 9.092 11.531
C 17.709 11.203 13.918
C 18.505 10.084 13.795
C 19.742 10.056 14.438
C 20.158 11.200 15.140
C 19.331 12.311 15.284
C 18.078 12.311 14.663
H 10.804 14.899 12.175
H 10.531 17.356 12.228
H 11.252 18.638 14.270
H 12.303 17.463 16.101
H 12.583 15.029 16.063
H 11.413 10.855 12.281
H 9.259 9.968 11.457
H 7.127 11.015 12.086
H 7.180 12.963 13.714
H 9.336 13.934 14.412
H 13.358 15.509 10.766
H 14.021 17.848 10.932
H 15.405 18.653 12.839
H 16.305 17.081 14.438
H 15.885 14.569 14.119
H 16.210 13.960 10.126
H 16.352 13.235 7.689
H 14.737 11.670 6.818
H 12.984 10.696 8.298
H 12.875 11.358 10.648
H 17.729 11.608 11.005
H 17.918 10.363 8.816
H 16.776 8.304 8.454
H 15.160 7.466 10.123
H 14.826 8.760 12.332
H 18.162 9.199 13.254
H 20.347 9.177 14.393
H 21.129 11.190 15.645
H 19.611 13.118 15.933
H 17.407 13.167 14.738
C 15.402 13.484 19.189
N 16.338 12.504 18.609
C 15.952 11.659 17.637
N 16.818 10.807 17.047
O 14.713 11.564 17.362
H 16.005 14.291 19.613
H 14.825 12.995 19.936
H 14.758 13.932 18.428
H 17.340 12.593 18.762
H 17.804 11.011 17.036
H 16.512 10.450 16.106